# 1
{
  "formula": "C36H50Br2MnN3O5P",
  "method": "ωB97M-V with the def2-TZVPD basis set",
  "symbols": ["Mn", "C", "C", "C", "C", "C", "C", "Br", "C", "C", "Br", "C", "O", "C", "N", "H", "H", "H", "H", "H", "H", "N", "C", "C", "C", "O", "O", "H", "H", "H", "H", "H", "H", "O", "N", "C", "C", "C", "C", "C", "H", "H", "H", "H", "H", "O", "P", "C", "C", "C", "C", "C", "C", "C", "C", "C", "C", "C", "C", "C", "C", "C", "C", "C", "C", "H", "H", "H", "H", "H", "H", "H", "H", "H", "H", "H", "H", "H", "H", "H", "H", "H", "H", "H", "H", "H", "H", "H", "H", "H", "H", "H", "H", "H", "H", "H", "H", "H"],
  "xyz": [[1.598, 0.401, 0.547], [4.987, -0.516, -0.892], [5.085, -0.037, 0.531], [6.345, 0.217, 1.121], [6.420, 0.584, 2.427], [5.241, 0.678, 3.195], [5.197, 0.957, 4.579], [6.804, 1.305, 5.552], [4.013, 0.946, 5.260], [2.815, 0.688, 4.588], [1.201, 0.637, 5.579], [2.737, 0.456, 3.206], [1.649, 0.236, 2.597], [4.020, 0.435, 2.516], [3.973, 0.109, 1.201], [5.887, -1.061, -1.177], [4.876, 0.324, -1.586], [4.127, -1.182, -0.984], [7.246, 0.113, 0.526], [7.379, 0.775, 2.892], [3.998, 1.134, 6.324], [1.881, 0.644, -1.711], [2.345, 1.923, -2.283], [2.987, 2.800, -1.214], [1.902, 3.231, -0.228], [1.398, 4.345, -0.356], [1.548, 2.333, 0.616], [2.651, -0.007, -1.620], [1.192, 0.190, -2.295], [1.483, 2.454, -2.693], [3.042, 1.752, -3.107], [3.424, 3.688, -1.669], [3.759, 2.235, -0.685], [1.635, -1.477, -0.065], [1.602, -2.665, 0.624], [1.016, -2.755, 1.871], [0.771, -3.972, 2.424], [1.106, -5.178, 1.733], [1.741, -5.039, 0.480], [1.989, -3.807, -0.056], [0.799, -1.807, 2.339], [0.323, -4.006, 3.411], [0.909, -6.152, 2.160], [2.053, -5.914, -0.081], [2.477, -3.639, -1.005], [-0.755, 0.420, 0.557], [-1.775, 0.105, -0.494], [-1.221, -1.394, -1.406], [-1.619, -1.556, -2.878], [-3.017, -2.151, -3.048], [-3.085, -3.514, -2.360], [-2.757, -3.385, -0.872], [-1.392, -2.725, -0.652], [-1.812, 1.429, -1.756], [-3.033, 1.440, -2.716], [-3.545, 2.859, -2.983], [-2.390, 3.806, -3.315], [-1.331, 3.861, -2.184], [-1.566, 2.802, -1.106], [-3.437, -0.100, 0.237], [-3.380, -0.958, 1.526], [-2.873, -0.197, 2.756], [-3.640, 1.105, 2.977], [-3.552, 1.969, 1.722], [-4.163, 1.226, 0.529], [-0.151, -1.166, -1.346], [-0.900, -2.250, -3.331], [-1.529, -0.613, -3.420], [-3.265, -2.242, -4.109], [-3.760, -1.481, -2.600], [-2.359, -4.186, -2.832], [-4.075, -3.959, -2.493], [-2.752, -4.371, -0.401], [-3.551, -2.808, -0.388], [-0.616, -3.409, -1.012], [-1.185, -2.581, 0.410], [-0.905, 1.207, -2.335], [-3.851, 0.826, -2.331], [-2.753, 0.998, -3.675], [-4.095, 3.239, -2.115], [-4.252, 2.832, -3.814], [-2.788, 4.804, -3.510], [-1.929, 3.467, -4.249], [-1.321, 4.843, -1.706], [-0.330, 3.727, -2.600], [-2.419, 3.094, -0.493], [-0.702, 2.754, -0.442], [-4.010, -0.645, -0.519], [-2.745, -1.831, 1.381], [-4.394, -1.328, 1.716], [-1.814, 0.031, 2.624], [-2.967, -0.847, 3.630], [-3.225, 1.639, 3.835], [-4.694, 0.890, 3.200], [-2.496, 2.176, 1.525], [-4.062, 2.926, 1.862], [-4.183, 1.865, -0.354], [-5.206, 0.981, 0.763]],
  "mulliken_spin": [2.878, 0.006, 0.013, -0.002, 0.002, -0.004, -0.001, 0.000, 0.000, 0.007, 0.000, 0.009, -0.008, 0.006, 0.042, 0.000, 0.000, 0.005, 0.000, 0.000, 0.000, 0.025, -0.006, 0.035, -0.012, 0.006, 0.007, -0.021, 0.004, 0.000, -0.001, 0.000, -0.010, -0.037, 0.245, 0.171, -0.039, 0.437, -0.146, 0.244, 0.021, -0.004, 0.055, -0.004, 0.034, 0.060, 0.004, 0.041, -0.001, 0.000, 0.001, -0.005, -0.052, -0.010, 0.001, 0.000, 0.000, 0.001, -0.005, -0.001, 0.000, -0.002, 0.001, 0.000, 0.001, -0.005, -0.002, 0.002, 0.001, -0.001, 0.001, 0.000, 0.004, 0.001, -0.021, 0.034, 0.001, 0.000, 0.000, 0.000, 0.000, 0.000, 0.000, 0.000, 0.000, 0.000, 0.001, -0.006, 0.003, 0.001, -0.001, -0.002, 0.000, 0.000, -0.001, 0.000, 0.000, 0.000],
  "e_lumo_ha": [0.085, 0.085],
  "gap_ev": [4.3, 5.8],
  "spin_multiplicity": 5,
  "s2": 6.03,
  "relative_energy_kcal_mol": 0.00,
  "charge": -1,
  "energy_ev": -233549.6791
}

---

# 2
{
  "formula": "C36H50BrGdIN4O4S",
  "method": "ωB97M-V with the def2-TZVPD basis set",
  "symbols": ["Gd", "C", "O", "C", "C", "O", "C", "C", "O", "C", "H", "H", "H", "H", "H", "H", "H", "H", "H", "H", "H", "H", "H", "H", "I", "C", "C", "C", "C", "C", "C", "C", "C", "C", "C", "H", "H", "H", "H", "H", "H", "C", "C", "C", "C", "C", "C", "C", "Br", "C", "O", "C", "C", "C", "C", "C", "C", "H", "H", "H", "H", "H", "H", "H", "H", "H", "H", "H", "H", "H", "H", "H", "H", "H", "H", "H", "H", "S", "C", "N", "C", "C", "N", "H", "H", "H", "H", "H", "H", "N", "C", "C", "C", "N", "H", "H", "H", "H"],
  "xyz": [[-0.711, -0.781, 0.007], [0.599, 2.070, 1.885], [0.574, 0.653, 1.760], [1.414, 0.014, 2.709], [1.767, -1.388, 2.228], [0.652, -2.170, 1.806], [0.001, -2.950, 2.799], [-0.852, -2.110, 3.746], [-1.335, -0.998, 3.026], [-2.099, -0.141, 3.852], [0.289, 2.378, 2.889], [-0.094, 2.484, 1.159], [1.603, 2.454, 1.684], [0.924, 0.008, 3.688], [2.354, 0.567, 2.804], [2.342, -1.912, 2.996], [2.374, -1.297, 1.333], [0.740, -3.519, 3.369], [-0.635, -3.637, 2.244], [-0.264, -1.766, 4.607], [-1.681, -2.718, 4.123], [-3.026, -0.628, 4.175], [-2.331, 0.737, 3.260], [-1.532, 0.158, 4.741], [0.241, -2.786, -2.178], [-1.137, -4.299, -1.511], [-1.028, -5.516, -2.198], [-1.861, -6.552, -1.860], [-2.813, -6.360, -0.853], [-2.937, -5.132, -0.188], [-3.960, -4.950, 0.781], [-4.121, -3.711, 1.435], [-3.262, -2.689, 1.164], [-2.170, -2.785, 0.231], [-2.057, -4.035, -0.481], [-0.302, -5.646, -2.989], [-1.771, -7.496, -2.381], [-3.486, -7.160, -0.571], [-4.625, -5.780, 0.982], [-4.921, -3.567, 2.151], [-3.430, -1.758, 1.702], [5.008, 3.981, -3.935], [4.066, 4.361, -2.782], [4.886, 4.991, -1.645], [3.071, 5.400, -3.303], [3.365, 3.113, -2.256], [1.989, 2.983, -2.210], [1.465, 1.819, -1.691], [-0.465, 1.633, -1.673], [2.164, 0.716, -1.176], [1.508, -0.284, -0.646], [3.583, 0.839, -1.297], [4.107, 2.024, -1.794], [4.572, -0.241, -0.830], [4.078, -1.668, -1.109], [4.822, -0.035, 0.673], [5.931, -0.123, -1.540], [5.504, 4.874, -4.320], [4.449, 3.520, -4.751], [5.779, 3.281, -3.612], [5.367, 5.909, -1.988], [5.665, 4.311, -1.297], [4.243, 5.236, -0.797], [3.615, 6.247, -3.721], [2.429, 5.775, -2.504], [2.445, 4.983, -4.094], [1.317, 3.753, -2.562], [5.184, 2.110, -1.837], [3.074, -1.844, -0.741], [4.754, -2.389, -0.645], [4.069, -1.854, -2.186], [3.894, -0.112, 1.240], [5.240, 0.958, 0.850], [5.526, -0.779, 1.054], [5.810, -0.060, -2.622], [6.521, -1.013, -1.315], [6.510, 0.736, -1.199], [-2.818, 1.645, 0.867], [-4.294, 1.862, 1.626], [-4.475, 2.485, 2.800], [-5.887, 2.644, 3.147], [-6.594, 1.839, 2.038], [-5.484, 1.465, 1.167], [-3.749, 3.034, 3.224], [-6.176, 3.695, 3.139], [-6.085, 2.240, 4.138], [-7.326, 2.439, 1.499], [-7.096, 0.955, 2.433], [-5.590, 0.912, 0.334], [-3.604, 0.587, -2.087], [-4.727, 0.345, -2.785], [-4.826, -1.021, -2.912], [-3.694, -1.520, -2.253], [-2.952, -0.537, -1.756], [-3.239, 1.480, -1.804], [-5.362, 1.142, -3.135], [-5.598, -1.579, -3.411], [-3.401, -2.550, -2.135]],
  "mulliken_spin": [5.749, 0.009, -0.089, -0.005, -0.003, 0.031, 0.029, -0.002, -0.032, 0.008, 0.000, -0.004, 0.001, 0.000, 0.000, 0.001, 0.013, 0.001, 0.005, 0.002, -0.001, 0.000, -0.003, 0.001, 0.014, 0.086, 0.067, 0.032, 0.222, -0.025, 0.383, 0.021, 0.262, 0.124, 0.237, 0.012, 0.006, 0.005, 0.001, 0.009, 0.034, 0.000, -0.001, 0.000, 0.000, 0.002, -0.007, 0.002, 0.002, -0.008, -0.183, 0.001, 0.000, 0.001, -0.004, -0.001, 0.000, 0.000, 0.000, 0.000, 0.000, 0.000, 0.000, 0.000, 0.000, 0.000, -0.002, 0.000, 0.006, 0.000, 0.000, 0.000, 0.000, 0.000, 0.000, 0.000, 0.000, -0.027, 0.016, 0.004, 0.001, 0.000, 0.001, 0.000, 0.000, 0.000, 0.000, 0.000, -0.001, 0.008, 0.002, 0.000, 0.013, -0.004, -0.001, 0.000, 0.000, -0.021],
  "e_lumo_ha": [-0.116, -0.179],
  "gap_ev": [3.9, 4.4],
  "spin_multiplicity": 8,
  "s2": 15.87,
  "relative_energy_kcal_mol": 139.33,
  "charge": 1,
  "energy_ev": -162097.6358
}